{
  "formula": "C3H9NOS",
  "method": "ωB97M-V/def2-TZVPD",
  "elements": ["S", "O", "N", "C", "C", "C", "H", "H", "H", "H", "H", "H", "H", "H", "H"],
  "xyz": [[1.28, -0.60, -0.30], [2.39, -1.23, 0.43], [-2.36, -0.94, -0.34], [1.95, 1.07, -0.40], [-1.40, 0.19, -0.02], [-0.27, -0.39, 0.84], [-1.96, -1.83, -0.04], [-0.35, -1.54, 1.10], [-1.92, 0.91, 0.49], [1.43, 1.85, -0.88], [-2.36, -1.03, -1.33], [-1.10, 0.75, -0.84], [2.83, 1.03, -1.02], [1.99, 1.55, 0.60], [-0.14, 0.22, 1.71]],
  "lowdin_charge": [0.852, -0.557, 0.001, -0.273, -0.300, -0.290, 0.048, 0.117, 0.065, 0.024, 0.045, 0.077, 0.047, 0.073, 0.071],
  "homo_energy_ha": -0.3299,
  "relative_energy_kj_mol": 256.1,
  "lumo_energy_ev": 0.79
}